[1]
Formula: C42H42Li2O18S
Source: the OMol25 dataset
Level of theory: ωB97M-V with the def2-TZVPD basis set

**Kohn-Sham gap**: 5.84 eV
**Energy relative to the best compared isomer or geometry (same formula, charge and spin)**: 77.43 kcal/mol
**HOMO**: -7.257 eV

```
105
C42H42Li2O18S | the OMol25 dataset | ωB97M-V with the def2-TZVPD basis set
Li 39.332 -13.836 66.974
Li 42.796 -9.943 68.438
S 42.259 -12.820 67.167
O 42.894 -13.345 66.005
O 42.654 -13.640 68.326
O 42.726 -11.480 67.237
O 40.897 -12.765 67.029
C 38.737 -14.292 72.704
C 39.772 -13.777 71.781
C 39.218 -12.788 70.890
C 38.076 -12.168 71.062
C 37.210 -12.614 72.047
C 37.521 -13.681 72.880
O 36.545 -14.345 73.664
O 40.073 -12.371 69.987
H 38.987 -15.257 73.420
H 40.586 -14.163 71.580
H 37.780 -11.374 70.532
H 36.358 -12.067 72.006
H 36.641 -15.074 74.390
H 40.923 -12.834 69.984
C 39.764 -16.184 63.615
C 38.980 -17.343 63.958
C 39.286 -18.145 65.007
C 40.459 -17.824 65.832
C 41.275 -16.616 65.559
C 40.927 -15.888 64.416
O 41.719 -14.785 64.128
O 38.521 -19.237 65.305
H 39.534 -15.566 62.787
H 38.051 -17.465 63.217
H 40.479 -18.384 66.709
H 42.123 -16.422 66.172
H 41.985 -14.312 64.931
H 39.188 -19.843 65.686
C 38.255 -8.369 66.617
C 38.088 -7.335 65.587
C 38.647 -7.424 64.360
C 39.426 -8.565 64.027
C 39.638 -9.547 65.045
C 39.065 -9.510 66.360
O 39.237 -10.430 67.347
O 38.593 -6.350 63.452
H 38.127 -8.080 67.561
H 37.740 -6.374 65.901
H 39.837 -8.841 63.083
H 40.221 -10.517 64.921
H 39.630 -11.275 67.029
H 38.818 -6.133 62.567
C 44.520 -8.255 64.575
C 45.599 -7.480 64.826
C 46.726 -7.989 65.501
C 46.667 -9.323 65.912
C 45.507 -10.176 65.650
C 44.383 -9.610 65.070
O 43.143 -10.170 65.202
O 47.812 -7.224 65.828
H 43.655 -7.815 63.979
H 45.401 -6.379 64.508
H 47.563 -9.842 66.374
H 45.556 -11.182 66.175
H 43.095 -10.851 65.766
H 47.729 -6.343 65.700
C 45.917 -12.776 68.643
C 47.091 -12.137 68.297
C 47.630 -11.316 69.269
C 47.308 -11.373 70.654
C 46.141 -12.205 70.895
C 45.430 -12.872 69.941
O 44.130 -13.416 70.403
O 48.600 -10.451 68.971
H 45.301 -13.231 67.979
H 47.379 -12.339 67.132
H 47.753 -10.786 71.289
H 45.699 -12.212 71.916
H 43.564 -13.463 69.469
H 49.180 -10.114 69.577
C 42.676 -19.580 69.187
C 42.099 -18.387 69.603
C 42.712 -17.215 69.254
C 43.935 -17.136 68.550
C 44.424 -18.310 68.084
C 43.770 -19.580 68.268
O 44.215 -20.860 67.759
O 42.055 -16.090 69.635
H 41.956 -20.509 69.537
H 41.307 -18.474 70.072
H 44.258 -16.233 68.532
H 45.343 -18.260 67.590
H 43.600 -21.414 68.175
H 42.068 -15.216 69.305
C 47.029 -16.017 63.235
C 46.534 -14.737 63.603
C 45.530 -14.499 64.559
C 45.066 -15.635 65.235
C 45.525 -16.870 65.006
C 46.501 -17.038 63.971
O 46.799 -18.335 63.695
O 44.960 -13.220 64.732
H 47.990 -15.895 62.560
H 46.743 -13.999 62.895
H 44.165 -15.579 65.841
H 45.084 -17.591 65.483
H 46.982 -18.713 62.819
H 44.171 -13.236 65.250
```

Here are the Mulliken charges for atoms 1 to 2, given in e: number 1, Li, carries 0.748; number 2, Li, carries 0.765

***

[2]
Formula: C42H43AsOP3ReS4
Source: the OMol25 dataset
Level of theory: ωB97M-V with the def2-TZVPD basis set

**Multiplicity**: 2
**Kohn-Sham gap (alpha / beta)**: 6.78 / 6.77 eV
**Expectation value of S²**: 0.76
**Charge**: +1
**HOMO (alpha / beta)**: -10.061 / -10.044 eV

```
95
C42H43AsOP3ReS4 | the OMol25 dataset | ωB97M-V with the def2-TZVPD basis set
Re 0.458 0.774 0.690
O -0.596 -1.420 -0.678
C -0.266 -2.709 -0.261
C -0.637 -3.848 -0.961
C -0.244 -5.093 -0.492
C 0.524 -5.209 0.659
C 0.947 -4.062 1.310
C 0.567 -2.803 0.849
P 1.420 -1.299 1.386
C 3.017 -1.475 0.491
C 3.314 -2.540 -0.357
C 4.481 -2.527 -1.113
C 5.368 -1.465 -1.027
C 5.083 -0.397 -0.183
C 3.913 -0.407 0.560
C 1.786 -1.555 3.151
C 2.889 -0.940 3.742
C 3.092 -1.035 5.113
C 2.197 -1.741 5.907
C 1.099 -2.357 5.324
C 0.894 -2.264 3.955
C -1.725 -1.173 -1.444
C -2.898 -1.905 -1.296
C -4.008 -1.600 -2.063
C -3.966 -0.567 -2.990
C -2.807 0.174 -3.120
C -1.680 -0.103 -2.340
P -0.245 0.973 -2.616
C -0.802 2.663 -2.366
C 0.123 3.659 -2.680
C -0.197 4.988 -2.451
C -1.435 5.320 -1.912
C -2.351 4.327 -1.597
C -2.034 2.992 -1.812
C 0.118 0.780 -4.372
C 0.784 -0.381 -4.772
C 1.037 -0.601 -6.116
C 0.627 0.333 -7.061
C -0.037 1.485 -6.664
C -0.296 1.713 -5.319
H -1.210 -3.770 -1.874
H -0.533 -5.979 -1.042
H 0.832 -6.184 1.017
H 1.607 -4.135 2.167
H 2.639 -3.381 -0.449
H 4.687 -3.352 -1.787
H 6.277 -1.466 -1.616
H 5.757 0.448 -0.108
H 3.691 0.430 1.200
H 3.604 -0.387 3.149
H 3.952 -0.549 5.557
H 2.356 -1.810 6.976
H 0.400 -2.915 5.937
H 0.037 -2.761 3.511
H -2.945 -2.699 -0.564
H -4.913 -2.179 -1.937
H -4.830 -0.340 -3.601
H -2.761 0.983 -3.841
H 1.098 3.395 -3.070
H 0.531 5.758 -2.682
H -1.681 6.359 -1.726
H -3.316 4.591 -1.181
H -2.741 2.216 -1.549
H 1.115 -1.098 -4.028
H 1.555 -1.500 -6.428
H 0.831 0.164 -8.111
H -0.354 2.211 -7.402
H -0.807 2.617 -5.012
S 4.239 3.095 1.965
As 2.938 3.327 0.414
S 0.823 3.075 0.918
S 1.425 0.552 -1.589
S 3.418 3.932 -1.469
C -3.802 -0.821 2.511
C -2.560 -0.600 1.643
P -1.445 0.769 2.138
C -1.103 0.427 3.904
C 0.027 1.301 4.474
C -2.657 2.159 2.213
C -2.112 3.586 2.278
H -4.409 -1.623 2.087
H -4.427 0.072 2.561
H -3.533 -1.109 3.529
H -2.852 -0.388 0.614
H -1.942 -1.504 1.625
H -0.823 -0.623 3.961
H -2.026 0.565 4.470
H 0.907 1.274 3.828
H 0.323 0.946 5.463
H -0.284 2.343 4.571
H -3.258 1.955 3.102
H -3.312 2.051 1.343
H -1.380 3.713 3.076
H -2.930 4.287 2.454
H -1.637 3.864 1.340
```

Here are the Mulliken charges for atoms 1 to 2, given in e: number 1, Re, carries 0.846; number 2, O, carries 1.181

***

[3]
Formula: C42H43BN10O2SSn
Source: the OMol25 dataset
Level of theory: ωB97M-V with the def2-TZVPD basis set

**Kohn-Sham gap (alpha / beta)**: 4.14 / 3.66 eV
**Energy relative to the best compared isomer or geometry (same formula, charge and spin)**: 2.09 kcal/mol
**Charge**: -2
**HOMO (alpha / beta)**: -0.082 / 0.388 eV

```
100
C42H43BN10O2SSn | the OMol25 dataset | ωB97M-V with the def2-TZVPD basis set
Sn 0.363 0.798 -0.532
C -3.184 -2.218 -3.190
C -2.304 -1.188 -2.818
N -1.674 -1.476 -1.692
N -2.130 -2.674 -1.299
C -3.028 -3.153 -2.188
B -1.650 -3.445 -0.046
N -1.907 -2.642 1.251
C -3.000 -2.758 2.030
C -2.901 -1.848 3.060
C -1.670 -1.217 2.818
N -1.078 -1.703 1.739
N -0.197 -3.918 -0.163
C 0.246 -5.176 0.030
C 1.601 -5.198 -0.222
C 1.894 -3.867 -0.571
N 0.811 -3.109 -0.534
H -3.824 -2.274 -4.053
H -2.098 -0.252 -3.315
H -3.476 -4.121 -2.042
H -2.362 -4.426 0.018
H -3.769 -3.471 1.786
H -3.604 -1.669 3.854
H -1.193 -0.430 3.381
H -0.436 -5.953 0.331
H 2.272 -6.038 -0.161
H 2.842 -3.428 -0.837
C 3.358 -4.648 2.957
C 3.204 -3.147 3.241
C 4.023 -2.775 4.482
C 1.728 -2.877 3.531
C 3.707 -2.354 2.035
C 5.026 -2.537 1.592
C 5.489 -1.917 0.438
C 4.640 -1.091 -0.272
S 4.890 -0.271 -1.805
C 3.213 0.280 -1.765
N 2.574 -0.059 -0.613
C 3.330 -0.855 0.179
C 2.873 -1.499 1.334
C 2.527 0.989 -2.774
C 3.098 1.332 -4.020
C 2.346 1.999 -4.967
C 1.021 2.347 -4.711
C 0.463 2.020 -3.470
C 1.177 1.359 -2.490
H 2.977 -5.232 3.799
H 4.402 -4.921 2.798
H 2.795 -4.922 2.063
H 3.673 -3.340 5.350
H 3.924 -1.710 4.702
H 5.084 -2.989 4.341
H 1.405 -3.490 4.377
H 1.090 -3.112 2.678
H 1.550 -1.832 3.791
H 5.693 -3.200 2.130
H 6.499 -2.101 0.091
H 1.828 -1.387 1.587
H 4.127 1.060 -4.237
H 2.796 2.253 -5.922
H 0.438 2.879 -5.453
H -0.558 2.331 -3.265
C 1.521 1.464 2.717
O 2.353 2.195 1.792
C 2.015 2.231 0.531
C 2.913 3.141 -0.217
H 2.168 0.768 3.247
H 0.738 0.932 2.182
H 1.091 2.194 3.403
H 3.824 3.396 0.330
H 2.317 4.041 -0.402
H 3.139 2.719 -1.195
N -5.340 -2.130 -0.072
C -6.021 -0.955 -0.053
O -7.236 -0.906 0.099
C -5.200 0.291 -0.222
C -5.859 1.496 -0.449
C -5.104 2.635 -0.661
C -3.716 2.524 -0.645
N -3.079 1.381 -0.409
C -3.809 0.294 -0.194
H -5.906 -2.961 -0.114
H -4.410 -2.187 -0.459
H -6.941 1.508 -0.462
H -5.569 3.595 -0.847
H -3.085 3.384 -0.835
H -3.233 -0.597 0.024
N -0.436 3.439 -0.590
C -0.745 4.550 -0.776
C -1.122 5.866 -1.009
C -2.193 6.479 -0.266
C -2.551 7.778 -0.503
C -1.899 8.570 -1.472
C -0.850 7.971 -2.207
C -0.465 6.676 -1.999
H -2.709 5.899 0.490
H -3.363 8.207 0.077
H -2.193 9.595 -1.649
H -0.333 8.550 -2.967
H 0.333 6.239 -2.586
```

Here are the Mulliken charges for atoms 1 to 2, given in e: number 1, Sn, carries 0.494; number 2, C, carries -1.038

***

[4]
Formula: C42H43BrNO9P
Source: the OMol25 dataset
Level of theory: ωB97M-V with the def2-TZVPD basis set

**Kohn-Sham gap**: 8.44 eV
**SMILES string**: CCCCCCC[C@]1(C[C@H](C)Br)OC(=O)O[C@]1(C)P(=N)(O)O.O=C1c2ccccc2C(=O)c2ccccc21.O=C1c2ccccc2C(=O)c2ccccc21
**HOMO**: -9.574 eV

```
97
C42H43BrNO9P | the OMol25 dataset | ωB97M-V with the def2-TZVPD basis set
C 5.483 -0.386 2.838
C 5.305 0.973 2.133
C 3.953 1.150 1.442
C 3.642 0.052 0.423
C 2.464 0.384 -0.490
C 1.123 0.375 0.246
C 0.004 0.957 -0.611
C -1.320 1.128 0.109
C -2.060 -0.247 0.268
C -2.356 -0.906 1.627
C -1.986 -2.380 1.637
Br -4.260 -0.711 2.059
O -2.208 1.901 -0.780
C -3.117 2.518 -0.016
O -4.117 3.012 -0.388
O -2.720 2.507 1.296
C -1.329 2.089 1.315
C -0.928 1.564 2.703
P -0.317 3.652 1.110
N 1.181 3.453 1.386
O -1.076 4.585 2.177
O -0.738 4.323 -0.288
H 5.736 -0.259 3.892
H 4.576 -0.991 2.802
H 6.279 -0.974 2.379
H 6.099 1.118 1.394
H 5.425 1.777 2.864
H 3.169 1.210 2.204
H 3.936 2.114 0.922
H 3.459 -0.903 0.927
H 4.533 -0.097 -0.201
H 2.617 1.378 -0.927
H 2.418 -0.333 -1.317
H 1.224 0.928 1.180
H 0.882 -0.669 0.496
H 0.307 1.922 -1.029
H -0.181 0.287 -1.458
H -3.004 -0.136 -0.261
H -1.484 -0.970 -0.316
H -1.853 -0.411 2.448
H -0.895 -2.473 1.669
H -2.393 -2.884 2.513
H -2.346 -2.881 0.736
H -0.458 0.586 2.632
H -1.822 1.472 3.325
H -0.229 2.233 3.204
H 1.785 3.775 0.640
H -1.962 4.270 2.410
H -0.965 5.256 -0.166
O -7.118 3.637 -3.906
C -6.438 3.967 -4.853
C -7.017 4.037 -6.228
C -8.363 3.738 -6.405
C -8.927 3.813 -7.667
C -8.151 4.188 -8.759
C -6.808 4.480 -8.589
C -6.236 4.404 -7.324
C -4.785 4.712 -7.169
O -4.098 4.991 -8.129
C -4.212 4.666 -5.794
C -2.869 4.975 -5.618
C -2.314 4.946 -4.350
C -3.100 4.614 -3.252
C -4.439 4.304 -3.418
C -4.999 4.323 -4.691
H -8.951 3.451 -5.544
H -9.976 3.582 -7.803
H -8.596 4.250 -9.743
H -6.187 4.768 -9.426
H -2.274 5.231 -6.485
H -1.265 5.179 -4.216
H -2.669 4.577 -2.261
H -5.047 4.022 -2.570
O 3.896 -8.789 4.376
C 4.118 -7.627 4.111
C 3.329 -6.527 4.739
C 2.342 -6.851 5.662
C 1.610 -5.846 6.272
C 1.862 -4.513 5.964
C 2.839 -4.185 5.040
C 3.574 -5.191 4.422
C 4.613 -4.812 3.421
O 4.795 -3.653 3.114
C 5.420 -5.909 2.813
C 6.418 -5.583 1.903
C 7.188 -6.584 1.335
C 6.965 -7.914 1.674
C 5.968 -8.245 2.576
C 5.191 -7.245 3.149
H 2.162 -7.892 5.891
H 0.843 -6.099 6.992
H 1.293 -3.730 6.448
H 3.047 -3.155 4.786
H 6.578 -4.543 1.653
H 7.966 -6.329 0.627
H 7.571 -8.694 1.231
H 5.778 -9.274 2.848
```

Here are the Mulliken charges for atoms 1 to 2, given in e: number 1, C, carries -0.778; number 2, C, carries -0.772

***

[5]
Formula: C42H43N7O4Re
Source: the OMol25 dataset
Level of theory: ωB97M-V with the def2-TZVPD basis set

**Multiplicity**: 2
**Kohn-Sham gap (alpha / beta)**: 6.34 / 6.81 eV
**Expectation value of S²**: 0.77
**Energy relative to the best compared isomer or geometry (same formula, charge and spin)**: 24.65 kcal/mol
**Charge**: +2
**HOMO (alpha / beta)**: -13.619 / -13.665 eV

```
97
C42H43N7O4Re | the OMol25 dataset | ωB97M-V with the def2-TZVPD basis set
Re -0.134 1.060 -0.630
C 0.102 3.612 2.984
C 0.350 3.141 1.686
N -0.470 2.315 1.068
C -1.634 1.952 1.698
C -1.937 2.341 3.010
C -1.019 3.200 3.654
C -3.141 1.858 3.578
C -3.965 1.045 2.850
C -3.677 0.697 1.513
C -2.530 1.165 0.929
N -2.069 1.048 -0.404
C -2.884 1.488 -1.474
C -4.249 1.452 -1.587
C -4.868 1.977 -2.742
C -4.148 2.545 -3.755
C -2.738 2.627 -3.658
C -1.893 3.236 -4.614
C -0.543 3.280 -4.394
C -0.008 2.705 -3.232
N -0.772 2.108 -2.337
C -2.125 2.084 -2.519
H 0.811 4.289 3.437
H 1.236 3.444 1.144
H -1.215 3.541 4.662
H -3.401 2.143 4.589
H -4.877 0.672 3.295
H -4.360 0.053 0.978
H -4.873 1.021 -0.820
H -5.945 1.924 -2.815
H -4.644 2.949 -4.626
H -2.322 3.674 -5.506
H 0.128 3.749 -5.098
H 1.059 2.703 -3.043
O 1.262 0.370 0.961
C 2.614 -0.050 0.587
C 2.585 -0.032 -0.958
O 3.339 -0.607 -1.677
O 1.604 0.772 -1.444
C 3.595 1.044 0.988
C 4.860 1.061 0.406
C 5.785 2.020 0.787
C 5.462 2.960 1.757
C 4.214 2.923 2.359
C 3.284 1.967 1.978
C 2.948 -1.365 1.292
C 3.715 -1.319 2.459
C 3.957 -2.471 3.193
C 3.442 -3.688 2.776
C 2.679 -3.746 1.621
C 2.434 -2.595 0.888
H 0.729 -0.412 1.332
H 5.127 0.327 -0.342
H 6.765 2.029 0.330
H 6.188 3.704 2.054
H 3.972 3.629 3.143
H 2.345 1.889 2.506
H 4.136 -0.385 2.799
H 4.560 -2.414 4.089
H 3.646 -4.587 3.340
H 2.287 -4.693 1.276
H 1.844 -2.684 -0.005
C -0.678 -2.370 4.109
C -1.866 -2.630 3.185
C -1.276 -2.275 1.831
O -0.367 -1.187 2.086
C -0.091 -1.103 3.511
H 0.041 -3.188 4.046
H -0.958 -2.240 5.152
H -2.700 -1.967 3.428
H -2.222 -3.657 3.220
H -2.012 -1.933 1.100
H -0.712 -3.118 1.417
H -0.583 -0.204 3.893
H 0.988 -1.009 3.641
C 0.061 -1.946 -1.518
N -0.057 -3.141 -2.318
C -1.473 -3.388 -2.594
N -2.075 -2.258 -3.301
C -1.943 -1.068 -2.495
N -0.513 -0.733 -2.161
C 0.198 -0.597 -3.496
N 0.060 -1.781 -4.312
C 0.638 -2.918 -3.592
C -1.353 -2.052 -4.558
H 1.116 -1.748 -1.374
H -0.439 -2.085 -0.559
H -2.004 -3.548 -1.653
H -1.568 -4.287 -3.202
H -2.478 -1.211 -1.554
H -2.380 -0.238 -3.042
H 1.254 -0.421 -3.307
H -0.229 0.257 -4.022
H 1.696 -2.728 -3.401
H 0.549 -3.815 -4.205
H -1.447 -2.944 -5.176
H -1.797 -1.210 -5.094
```

Here are the Mulliken charges for atoms 1 to 2, given in e: number 1, Re, carries 1.391; number 2, C, carries -0.912